[1]
This record from the Open Molecules 2025 dataset describes 10 unconnected molecules or ions with the total composition C51H104ClF4N13O8S4. The level of theory is ωB97M-V with the def2-TZVPD basis set.

Cartesian coordinates (Å):
1 C -31.77548 16.83019 6.15031
2 C -31.47303 15.44271 6.74921
3 C -31.84357 15.31833 8.21409
4 C -31.76193 13.79811 8.59711
5 N -31.81391 13.55411 10.19927
6 C -32.28119 12.12508 10.55160
7 C -31.03220 11.32511 10.45118
8 C -29.80854 12.18210 10.80361
9 C -30.37626 13.63420 10.85146
10 C -32.73992 14.64003 10.82605
11 H -31.30349 17.62292 6.73073
12 H -32.79655 17.21153 6.16024
13 H -31.43937 17.04142 5.13516
14 H -30.39676 15.28903 6.67095
15 H -32.03527 14.71573 6.16311
16 H -32.84914 15.71700 8.34830
17 H -31.15132 15.89295 8.82949
18 H -30.89812 13.24465 8.22886
19 H -32.68611 13.39087 8.18705
20 H -32.78175 12.02823 11.51501
21 H -33.07009 11.95136 9.81978
22 H -31.11451 10.43208 11.07073
23 H -30.86382 10.97548 9.43260
24 H -29.22376 11.91912 11.68507
25 H -29.06616 11.98968 10.02905
26 H -30.50756 13.96246 11.88254
27 H -29.76570 14.34180 10.29056
28 H -32.27067 15.62038 10.74352
29 H -32.74290 14.29935 11.86144
30 H -33.77773 14.59724 10.49558
31 C -26.30960 -6.97161 14.76720
32 C -26.16447 -7.54694 13.37954
33 C -25.96729 -6.38305 12.31001
34 C -27.23101 -5.62796 11.76475
35 N -26.88130 -4.61144 10.58457
36 C -25.98035 -3.45221 11.06045
37 C -26.96704 -2.54258 11.77922
38 C -28.27865 -2.64590 11.06148
39 C -28.11378 -3.80273 10.11048
40 C -26.20035 -5.32716 9.39424
41 H -27.18172 -6.31800 14.75020
42 H -25.39991 -6.54817 15.19295
43 H -26.60417 -7.85316 15.33658
44 H -26.85066 -8.33830 13.07788
45 H -25.24717 -8.13095 13.30484
46 H -25.50216 -6.84491 11.43914
47 H -25.15016 -5.75961 12.67294
48 H -27.63224 -5.04407 12.59311
49 H -27.95312 -6.30685 11.31115
50 H -25.46429 -2.99874 10.21418
51 H -25.18084 -3.95548 11.60415
52 H -26.59403 -1.52411 11.67121
53 H -26.92856 -2.70553 12.85627
54 H -28.50015 -1.72790 10.51712
55 H -29.13757 -2.85805 11.69815
56 H -27.98123 -3.39871 9.10684
57 H -28.91796 -4.53314 10.19920
58 H -26.61424 -6.27510 9.05039
59 H -25.15649 -5.45079 9.68264
60 H -26.34813 -4.55764 8.63654
61 C -31.18090 4.06873 2.98511
62 C -31.89200 4.37640 4.31544
63 C -30.86226 4.90293 5.37327
64 C -29.76738 3.93235 5.91226
65 N -28.75570 4.68078 6.76690
66 C -28.32548 3.89522 8.00794
67 C -27.52974 4.85277 8.97329
68 C -28.24900 6.17858 8.60889
69 C -29.22997 5.86231 7.54339
70 C -27.56811 5.01137 5.82861
71 H -30.67650 4.96473 2.62337
72 H -31.92676 3.75207 2.25605
73 H -30.53582 3.20236 3.13133
74 H -32.52013 3.55203 4.65304
75 H -32.68425 5.11938 4.22366
76 H -31.46052 5.20197 6.23394
77 H -30.57272 5.87539 4.97503
78 H -29.26354 3.24304 5.23469
79 H -30.27030 3.31833 6.65935
80 H -27.85911 2.99200 7.61449
81 H -29.23220 3.55053 8.50507
82 H -26.45369 4.92128 8.81356
83 H -27.77070 4.69419 10.02443
84 H -27.58300 6.93482 8.19339
85 H -28.94006 6.62652 9.32294
86 H -29.31075 6.71103 6.86422
87 H -30.24613 5.66036 7.88206
88 H -27.99741 5.43599 4.92113
89 H -27.04628 4.12114 5.47748
90 H -26.81602 5.69922 6.21502
91 C -34.43176 -0.76556 1.21115
92 C -33.84804 -0.83398 2.60368
93 N -32.42843 -0.95725 2.73034
94 C -31.71099 -1.06370 3.91158
95 C -30.34042 -1.08596 3.57434
96 N -30.22120 -1.23626 2.20780
97 C -31.53774 -1.21882 1.67882
98 C -29.09035 -1.45687 1.43641
99 H -35.49024 -0.77246 0.95099
100 H -33.96454 -1.56402 0.63474
101 H -34.03026 0.09068 0.66916
102 H -34.24475 -1.65184 3.20519
103 H -34.23134 0.07239 3.07239
104 H -32.18433 -1.01010 4.88085
105 H -29.40766 -1.28938 4.07931
106 H -31.77568 -1.31560 0.62980
107 H -28.96454 -0.49883 0.93199
108 H -29.22981 -2.33764 0.80959
109 H -28.18515 -1.70448 1.99081
110 C -33.49776 11.89622 -1.60293
111 C -33.58451 11.27885 -3.01203
112 N -33.73862 9.78771 -2.98966
113 C -32.92285 8.93082 -2.29324
114 C -33.35474 7.62981 -2.49165
115 N -34.45978 7.64403 -3.29707
116 C -34.68117 9.00744 -3.67726
117 C -35.28998 6.62912 -3.61997
118 H -34.48796 11.80101 -1.15737
119 H -33.39350 12.97477 -1.72115
120 H -32.75348 11.47499 -0.92712
121 H -32.77912 11.64309 -3.64983
122 H -34.43859 11.60169 -3.60734
123 H -32.01612 9.27998 -1.82173
124 H -33.05694 6.66884 -2.09888
125 H -35.58218 9.27701 -4.20820
126 H -36.25794 7.06947 -3.85927
127 H -35.46345 6.13443 -2.66431
128 H -34.78889 6.05463 -4.39906
129 C -15.91764 0.60321 9.72513
130 C -17.23198 0.87128 10.56398
131 N -18.36442 0.92159 9.69789
132 C -18.96627 -0.10469 9.00241
133 C -20.09518 0.30391 8.36111
134 N -20.13297 1.69071 8.47698
135 C -18.99296 2.01456 9.19784
136 C -21.15569 2.63969 8.13998
137 H -16.22817 0.03236 8.85003
138 H -15.12044 0.18337 10.33858
139 H -15.61159 1.59643 9.39656
140 H -17.19191 1.84793 11.04630
141 H -17.53260 0.13546 11.30982
142 H -18.75430 -1.15960 9.09533
143 H -20.95479 -0.26391 8.03696
144 H -18.71385 3.00196 9.53482
145 H -21.32395 3.31874 8.97585
146 H -22.00121 2.04770 7.78963
147 H -20.82153 3.27865 7.32257
148 C -20.48612 4.55155 3.12739
149 C -21.06954 5.35837 1.88422
150 N -22.46647 5.33768 1.76662
151 C -23.32422 6.36578 2.10558
152 C -24.58848 5.91015 1.84170
153 N -24.51672 4.58804 1.41631
154 C -23.14660 4.21191 1.47661
155 C -25.66597 3.79511 0.83998
156 H -20.81448 3.52435 3.28587
157 H -20.60083 5.19902 3.99673
158 H -19.39684 4.51261 3.13440
159 H -20.64496 5.04043 0.93198
160 H -20.72269 6.39020 1.93979
161 H -23.03549 7.34559 2.45626
162 H -25.53762 6.40529 1.98443
163 H -22.75719 3.26779 1.12537
164 H -26.58951 3.74257 1.41656
165 H -25.41234 2.74726 0.67944
166 H -25.88553 4.36317 -0.06401
167 Cl -33.85846 1.59210 8.60220
168 N -20.15301 6.83048 10.07499
169 S -19.67664 7.89497 9.09000
170 O -19.52876 9.23438 9.48193
171 O -20.09642 7.66534 7.72237
172 F -18.09144 7.45600 8.97289
173 S -21.45659 7.69409 10.63359
174 O -22.47192 7.87988 9.54662
175 O -21.37004 8.73027 11.57564
176 F -22.23022 6.45839 11.46548
177 N -27.32843 9.61795 4.34401
178 S -26.79675 10.71775 5.16097
179 O -27.53517 11.11963 6.38422
180 O -25.96062 11.70475 4.47775
181 F -25.82338 9.65733 5.86491
182 S -28.58737 10.68581 3.80167
183 O -28.38423 11.72999 2.80003
184 O -29.68493 10.82261 4.79030
185 F -29.21856 9.57382 2.82979

Cartesian forces (eV/Å) of the 6 atoms listed first:
0.1 1.2 0.5
-0.2 1.0 -0.8
0.6 -1.0 0.3
-0.8 0.8 1.5
-0.1 1.3 -0.2
-0.5 1.4 -1.0

Total charge: +4
Electronic energy: -5770.116953 a.u.

Mulliken population analysis, charges in e, atoms 1 to 6: -1.46 -0.41 -0.58 -0.87 0.11 -0.66

---

[2]
This record from the Open Molecules 2025 dataset describes 8 unconnected molecules or ions with the total composition C51H113N5O8. The level of theory is ωB97M-V with the def2-TZVPD basis set.

Cartesian coordinates (Å):
1 C -15.63139 -21.46447 10.63212
2 C -17.12903 -21.47973 10.93387
3 C -17.80737 -20.45597 10.06382
4 C -17.71540 -22.87335 10.56289
5 C -17.23489 -23.93029 11.56836
6 C -17.72909 -23.52797 12.89090
7 C -17.14386 -22.16181 13.37125
8 C -17.95803 -21.79439 14.62167
9 C -15.64777 -22.22188 13.71574
10 N -17.50752 -21.19210 12.35868
11 O -16.86240 -19.91678 12.72902
12 H -15.30756 -21.61167 9.59774
13 H -15.19174 -20.60366 11.03069
14 H -15.15874 -22.37713 11.06495
15 H -17.44414 -19.44500 10.38034
16 H -17.50255 -20.72688 9.07586
17 H -18.91601 -20.48346 10.14309
18 H -18.81298 -22.85678 10.66932
19 H -17.42561 -23.13557 9.54051
20 H -17.56076 -24.91127 11.24986
21 H -16.13706 -24.06719 11.59942
22 H -17.42503 -24.28476 13.65277
23 H -18.78478 -23.41049 12.97015
24 H -18.01449 -22.58140 15.36944
25 H -18.98899 -21.57869 14.35598
26 H -17.59704 -20.86769 15.12611
27 H -15.25132 -21.26816 13.29055
28 H -15.07857 -23.03131 13.18042
29 H -15.31846 -22.10600 14.75562
30 H -17.64621 -19.42362 12.92798
31 C -10.33323 -24.46600 19.23003
32 C -9.94334 -24.03618 17.80245
33 C -11.08440 -23.06695 17.23589
34 C -8.58400 -23.27817 17.90280
35 C -7.89917 -23.09163 16.54243
36 C -7.64659 -24.44693 15.94544
37 C -8.92575 -25.18913 15.74914
38 C -9.68296 -24.47506 14.65155
39 C -8.63668 -26.67584 15.35411
40 N -9.55970 -25.24963 17.05595
41 O -10.83318 -25.91936 16.91848
42 H -9.57006 -25.15463 19.61665
43 H -10.43000 -23.64059 19.91344
44 H -11.21650 -25.04359 19.20695
45 H -10.69799 -22.29381 16.57892
46 H -11.77389 -23.67623 16.61473
47 H -11.56235 -22.54732 18.07237
48 H -8.71805 -22.44050 18.54728
49 H -7.88825 -23.93515 18.45596
50 H -8.48014 -22.40541 15.93703
51 H -6.89229 -22.55054 16.72306
52 H -6.97397 -25.00694 16.63265
53 H -7.12653 -24.35046 14.97143
54 H -9.11678 -24.52612 13.74176
55 H -9.94852 -23.51041 14.86991
56 H -10.63489 -25.06058 14.43107
57 H -8.23785 -27.31156 16.12557
58 H -7.92623 -26.77960 14.50505
59 H -9.60144 -27.10427 15.00838
60 H -10.71158 -26.76649 17.35007
61 C -6.49360 -22.83160 11.80917
62 C -6.68462 -21.41463 11.13561
63 C -7.06642 -20.38903 12.18627
64 C -5.45793 -20.78549 10.43962
65 C -5.03133 -21.45702 9.09544
66 C -6.23079 -21.29479 8.17955
67 C -7.51339 -21.90728 8.77172
68 C -8.61691 -21.33514 7.83117
69 C -7.54051 -23.43051 8.80229
70 N -7.73573 -21.30122 10.08251
71 O -8.96271 -21.76981 10.56012
72 H -7.38942 -23.26646 12.10868
73 H -5.83416 -23.46666 11.18347
74 H -5.93641 -22.67578 12.71754
75 H -7.17030 -19.42143 11.71020
76 H -8.01691 -20.66516 12.61284
77 H -6.33271 -20.37883 13.03006
78 H -5.67792 -19.71785 10.22174
79 H -4.65987 -20.78041 11.19285
80 H -4.14803 -20.92534 8.68298
81 H -4.70914 -22.50675 9.27388
82 H -6.15424 -21.66772 7.15403
83 H -6.36796 -20.21387 8.09419
84 H -8.63044 -20.23624 7.89861
85 H -9.62199 -21.67264 8.16613
86 H -8.42958 -21.62402 6.79469
87 H -6.58426 -23.95624 8.94655
88 H -7.86031 -23.73887 7.81110
89 H -8.24667 -23.85296 9.51222
90 H -9.45792 -20.87513 10.67221
91 C -14.27902 -26.13080 11.30386
92 C -13.11925 -26.14420 10.19451
93 C -13.80927 -26.37263 8.77287
94 C -12.32796 -24.82430 10.12476
95 C -11.46414 -24.65289 11.33871
96 C -10.49652 -25.74821 11.40301
97 C -11.18198 -27.11219 11.49630
98 C -10.16167 -28.17076 11.22627
99 C -11.79513 -27.25620 12.89999
100 N -12.11497 -27.28044 10.38073
101 O -12.86871 -28.50361 10.49680
102 H -15.30018 -25.87253 10.96711
103 H -14.29247 -27.19009 11.56958
104 H -14.13893 -25.47991 12.17917
105 H -14.59995 -25.58321 8.62189
106 H -13.13305 -26.56312 7.95637
107 H -14.38449 -27.31132 8.85440
108 H -11.73056 -24.78555 9.22302
109 H -13.12304 -24.05309 10.03056
110 H -10.86409 -23.74958 11.31259
111 H -12.09417 -24.74077 12.30119
112 H -9.77545 -25.67492 12.18348
113 H -9.87520 -25.79876 10.49714
114 H -9.75891 -27.99642 10.20143
115 H -10.70796 -29.16259 11.15289
116 H -9.41056 -28.25042 12.03010
117 H -12.48606 -26.51463 13.25510
118 H -10.99291 -27.37445 13.69803
119 H -12.40825 -28.11017 13.01510
120 H -12.40924 -28.98757 9.81234
121 C -14.49252 -15.71111 11.80447
122 C -14.83824 -14.78341 12.93990
123 C -14.54182 -13.26863 12.53710
124 C -16.36897 -14.79341 13.20898
125 C -16.91863 -16.10319 13.68035
126 C -16.20464 -16.58769 14.95837
127 C -14.66731 -16.53274 14.83595
128 C -14.12062 -16.51133 16.30731
129 C -14.05387 -17.81899 14.28714
130 N -14.25056 -15.21417 14.22981
131 O -12.88773 -15.09858 14.13339
132 H -13.43508 -15.65461 11.48341
133 H -14.78774 -16.75982 11.85245
134 H -14.92754 -15.40706 10.84197
135 H -15.42216 -12.97933 11.98745
136 H -14.51632 -12.74494 13.50731
137 H -13.62922 -13.11693 11.96499
138 H -16.52844 -14.05970 14.04949
139 H -16.97120 -14.42835 12.39934
140 H -17.98323 -16.04437 13.91765
141 H -16.81283 -16.86146 12.79256
142 H -16.61227 -17.63360 15.17333
143 H -16.62615 -15.83039 15.64164
144 H -13.04542 -16.62266 16.14792
145 H -14.57101 -17.30295 16.85723
146 H -14.29385 -15.54306 16.80201
147 H -14.00468 -18.57594 15.07830
148 H -12.97339 -17.63374 14.07090
149 H -14.45475 -18.29074 13.36862
150 H -12.61590 -15.72587 13.36057
151 C -11.93127 -16.86520 8.14488
152 C -11.96848 -18.19407 8.86104
153 O -11.30268 -18.14888 10.08934
154 H -12.11901 -16.04463 8.87497
155 H -12.75929 -16.85054 7.48113
156 H -11.04385 -16.58745 7.61196
157 H -11.43988 -19.05889 8.32972
158 H -13.01795 -18.53459 9.03837
159 H -11.75231 -17.44315 10.55105
160 C -8.26433 -16.99704 13.89320
161 C -9.55963 -16.47584 13.23510
162 O -10.59994 -17.43410 13.25461
163 H -8.29599 -16.92001 14.98970
164 H -7.30885 -16.47514 13.55748
165 H -8.09245 -18.02629 13.64534
166 H -9.29870 -16.13966 12.24195
167 H -9.85747 -15.62818 13.86331
168 H -10.33236 -18.25653 12.77961
169 C -12.22480 -21.29579 13.47957
170 C -12.21875 -20.25138 12.41487
171 O -10.87505 -20.02446 11.96387
172 H -11.75483 -22.21034 13.14589
173 H -13.23783 -21.57283 13.81805
174 H -11.76887 -20.99026 14.39908
175 H -12.63545 -19.21637 12.58860
176 H -12.84554 -20.64096 11.58463
177 H -11.06933 -19.47769 11.18198

Cartesian forces (eV/Å) of the 6 atoms listed first:
0.3 -2.6 0.2
-0.7 -0.8 -0.1
-0.4 1.0 1.0
0.5 -0.1 0.8
0.6 -0.1 -1.5
1.4 -0.1 2.3

SMILES: CC1(C)CCCC(C)(C)N1O.CC1(C)CCCC(C)(C)N1O.CC1(C)CCCC(C)(C)N1O.CC1(C)CCCC(C)(C)N1O.CC1(C)CCCC(C)(C)N1O.CCO.CCO.CCO
Electronic energy: -2886.355275 a.u.

Mulliken population analysis, charges in e, atoms 1 to 6: -1.32 2.02 -1.91 -1.67 1.22 -1.95

---

Which of these has the highest electronic energy?
C51H113N5O8

---

Among the records above, which one has the lowest electronic energy?
C51H104ClF4N13O8S4

---

Look up the electronic energy of the first one.
-5770.116953 a.u.